DFT (ωB97M-V/def2-TZVPD) results for an isolated ion of composition C4H8NO2 and charge +1 in a non-equilibrium geometry.

Orbital gap: 10.30 eV
E: -9854.7578 eV
Relative energy (zero: lowest compared OMol25 entry of this formula, charge and spin): 151.76 kJ/mol
SMILES: [NH3+][C@H](C=O)CC=O
HOMO energy: -0.529 hartree

Structure (ORCA input):
```
! RIJCOSX wB97M-V def2-TZVPD def2/J DEFGRID3
* xyz 1 1
O -2.07 -0.17 1.01
C -1.44 0.04 0.00
C 0.03 0.49 0.20
C 0.99 -0.69 0.16
C 1.30 -1.01 -1.29
O 1.09 -0.19 -2.15
N 0.03 1.25 1.52
H -1.94 0.05 -0.97
H 0.29 1.19 -0.59
H 1.92 -0.53 0.72
H 0.64 -1.66 0.54
H 1.66 -1.98 -1.64
H 0.24 2.23 1.35
H -0.87 1.00 1.97
H 0.76 0.84 2.10
*
```

natural (NBO) atomic charge list, values in e, 5 entries: atom 1 (O): -0.493, atom 2 (C): 0.425, atom 3 (C): -0.159, atom 4 (C): -0.549, atom 5 (C): 0.423

***

DFT (ωB97M-V/def2-TZVPD) results for an isolated ion of composition C4H8NO2 and charge +1 in a non-equilibrium geometry.

Orbital gap: 11.62 eV
E: -9852.9523 eV
Relative energy (zero: lowest compared OMol25 entry of this formula, charge and spin): 325.96 kJ/mol
SMILES: C1CO[C@]2(CO2)[NH2+]1
HOMO energy: -0.564 hartree

Structure (ORCA input):
```
! RIJCOSX wB97M-V def2-TZVPD def2/J DEFGRID3
* xyz 1 1
C -1.06 0.56 0.58
C -1.55 -0.09 -0.65
C 2.14 -1.02 -0.71
C 0.72 -0.57 -0.51
N 0.36 0.31 0.63
O -0.50 -1.01 -1.01
O 1.75 0.17 -1.44
H -1.23 1.62 0.75
H -1.60 0.05 1.34
H -2.42 -0.66 -0.26
H -1.89 0.69 -1.42
H 2.91 -0.95 0.14
H 2.13 -1.97 -1.24
H 0.88 1.20 0.64
H 0.78 -0.22 1.38
*
```

natural (NBO) atomic charge list, values in e, 5 entries: atom 1 (C): -0.271, atom 2 (C): -0.091, atom 3 (C): -0.103, atom 4 (C): 0.575, atom 5 (N): -0.531

***

DFT (ωB97M-V/def2-TZVPD) results for an isolated ion of composition C4H8NO2 and charge +1 in a non-equilibrium geometry.

Orbital gap (spin up / spin down): 7.49 / 8.28 eV
E: -9848.5730 eV
Relative energy (zero: lowest compared OMol25 entry of this formula, charge and spin): 748.50 kJ/mol
HOMO energy (spin up / spin down): -0.552 / -0.566 hartree

Structure (ORCA input):
```
! RIJCOSX wB97M-V def2-TZVPD def2/J DEFGRID3
* xyz 1 1
C -0.17 0.64 -0.91
C 0.86 1.16 -0.04
C -0.40 -0.83 -0.40
C -1.30 -0.93 0.86
N 1.81 0.30 0.29
O 2.91 0.14 0.60
O 0.80 -1.42 -0.36
H -1.00 1.29 -0.96
H 0.16 0.65 -1.99
H 1.43 2.05 -0.45
H 0.48 1.47 0.88
H -1.12 -1.31 -1.17
H -1.66 -2.05 0.86
H -2.21 -0.37 1.04
H -0.59 -0.77 1.74
*
```

natural (NBO) atomic charge list, values in e, 5 entries: atom 1 (C): -0.418, atom 2 (C): -0.360, atom 3 (C): 0.027, atom 4 (C): -0.675, atom 5 (N): 0.499

***

DFT (ωB97M-V/def2-TZVPD) results for a 2-piece molecular cluster, C4H8NO2S overall.

Orbital gap: 6.82 eV
E: -20698.3730 eV
Relative energy (zero: lowest compared OMol25 entry of this formula, charge and spin): 161.94 kJ/mol
HOMO energy: -0.137 hartree

Structure (ORCA input):
```
! RIJCOSX wB97M-V def2-TZVPD def2/J DEFGRID3
* xyz -1 1
O -2.39 -0.25 -0.78
C -1.23 0.17 -0.49
N -0.75 1.39 -0.45
C 2.06 3.39 0.12
O 1.63 4.47 -0.19
C -0.17 -0.91 -0.24
C -0.73 -2.10 0.50
S 0.50 -3.46 0.57
H -1.47 2.10 -0.57
H 2.96 2.98 -0.37
H 1.63 2.78 0.93
H 0.18 -1.23 -1.22
H 0.72 -0.52 0.24
H -1.00 -1.84 1.53
H -1.64 -2.45 0.00
H -0.31 -4.51 0.43
*
```

natural (NBO) atomic charge list, values in e, 5 entries: atom 1 (O): -0.807, atom 2 (C): 0.594, atom 3 (N): -0.939, atom 4 (C): 0.302, atom 5 (O): -0.527

***

DFT (ωB97M-V/def2-TZVPD) results for an isolated ion of composition C4H8NO2Si and charge -1 in a non-equilibrium geometry.

Orbital gap: 7.36 eV
E: -17740.2933 eV
Relative energy (zero: lowest compared OMol25 entry of this formula, charge and spin): 148.17 kJ/mol
SMILES: [H]/N=C\CC[SiH2]C(=O)[O-]
HOMO energy: -0.138 hartree

Structure (ORCA input):
```
! RIJCOSX wB97M-V def2-TZVPD def2/J DEFGRID3
* xyz -1 1
C -3.17 -0.18 -0.22
C 1.27 -0.36 0.82
C 2.31 0.31 0.01
C 0.10 -1.07 -0.04
N 2.41 1.50 -0.46
O -3.93 0.68 -0.71
O -3.38 -1.13 0.47
Si -1.25 0.27 -0.46
H 1.65 -1.10 1.40
H 0.86 0.47 1.25
H 3.10 -0.39 -0.27
H -0.97 1.51 0.45
H 0.69 -1.63 -0.88
H -0.41 -1.64 0.66
H 1.62 1.96 -0.11
H -0.89 0.80 -1.90
*
```

natural (NBO) atomic charge list, values in e, 5 entries: atom 1 (C): 0.536, atom 2 (C): -0.485, atom 3 (C): 0.164, atom 4 (C): -0.820, atom 5 (N): -0.618

***

DFT (ωB97M-V/def2-TZVPD) results for an isolated ion of composition C4H8NO3 and charge -1 in a non-equilibrium geometry.

Orbital gap: 5.95 eV
E: -11909.0175 eV
Relative energy (zero: lowest compared OMol25 entry of this formula, charge and spin): 412.62 kJ/mol
SMILES: N[C@H](CC[O-])C(=O)O
HOMO energy: -0.095 hartree

Structure (ORCA input):
```
! RIJCOSX wB97M-V def2-TZVPD def2/J DEFGRID3
* xyz -1 1
O -1.25 -2.38 0.96
C -0.90 -1.69 0.03
O -1.72 -1.96 -1.04
C 0.14 -0.60 -0.30
C -0.37 0.75 0.00
C 0.71 2.00 0.13
O 1.61 1.85 0.97
N 1.42 -0.78 0.49
H -2.49 -2.47 -0.83
H 0.52 -0.69 -1.38
H -1.14 1.06 -0.84
H -0.98 0.76 0.98
H -0.07 2.83 0.31
H 1.13 2.17 -0.85
H 2.11 -0.34 -0.11
H 1.29 -0.53 1.48
*
```

natural (NBO) atomic charge list, values in e, 5 entries: atom 1 (O): -0.627, atom 2 (C): 0.807, atom 3 (O): -0.734, atom 4 (C): -0.163, atom 5 (C): -0.482

***

DFT (ωB97M-V/def2-TZVPD) results for a 2-piece molecular cluster, C4H8NO3 overall in a non-equilibrium geometry.

Orbital gap: 5.09 eV
E: -11903.5269 eV
Relative energy (zero: lowest compared OMol25 entry of this formula, charge and spin): 942.39 kJ/mol
HOMO energy: -0.143 hartree

Structure (ORCA input):
```
! RIJCOSX wB97M-V def2-TZVPD def2/J DEFGRID3
* xyz -1 1
O 0.61 1.95 -1.57
C 0.46 0.74 -1.32
N -1.00 0.26 -1.32
C -0.32 -0.13 -0.16
C -0.14 -1.66 -0.02
O 1.06 -2.06 -0.50
C -0.79 0.66 1.10
O -0.60 0.05 2.24
H 1.92 0.30 1.27
H 1.11 -0.02 -1.83
H 2.51 0.11 0.86
H -0.11 -1.78 1.09
H -0.97 -2.18 -0.52
H -1.84 1.01 0.88
H -1.60 1.07 -1.15
H -0.30 1.69 0.94
*
```

natural (NBO) atomic charge list, values in e, 5 entries: atom 1 (O): -0.602, atom 2 (C): 0.350, atom 3 (N): -0.516, atom 4 (C): 0.194, atom 5 (C): -0.090

***

DFT (ωB97M-V/def2-TZVPD) results for a 2-piece molecular cluster, C4H8NO3 overall in a non-equilibrium geometry.

Orbital gap: 7.08 eV
E: -11911.7706 eV
Relative energy (zero: lowest compared OMol25 entry of this formula, charge and spin): 146.99 kJ/mol
HOMO energy: -0.136 hartree

Structure (ORCA input):
```
! RIJCOSX wB97M-V def2-TZVPD def2/J DEFGRID3
* xyz -1 1
C 1.88 1.01 -1.96
C 0.82 2.05 -1.50
O 0.30 1.87 -0.36
O 0.42 2.84 -2.39
H 2.42 1.47 -2.79
H 1.28 0.21 -2.41
H 2.52 0.60 -1.17
C -0.16 -0.61 1.64
C -1.51 -0.73 1.04
O -2.05 0.07 0.36
N -2.21 -1.95 1.45
H 0.20 0.42 1.54
H 0.60 -1.25 1.20
H -2.61 -2.47 0.68
H -1.67 -2.63 1.98
H -0.23 -0.91 2.69
*
```

natural (NBO) atomic charge list, values in e, 5 entries: atom 1 (C): -0.743, atom 2 (C): 0.759, atom 3 (O): -0.806, atom 4 (O): -0.788, atom 5 (H): 0.199

***

DFT (ωB97M-V/def2-TZVPD) results for a 2-piece molecular cluster, C4H8NO3 overall in a non-equilibrium geometry.

Orbital gap: 7.49 eV
E: -11912.3779 eV
Relative energy (zero: lowest compared OMol25 entry of this formula, charge and spin): 88.39 kJ/mol
HOMO energy: -0.151 hartree

Structure (ORCA input):
```
! RIJCOSX wB97M-V def2-TZVPD def2/J DEFGRID3
* xyz -1 1
C -2.08 -1.26 0.64
C -1.13 -2.24 -0.09
O -1.50 -3.43 -0.20
O -0.05 -1.74 -0.49
H -2.68 -0.96 -0.22
H -1.51 -0.44 1.04
H -2.69 -1.82 1.35
C 2.53 2.44 0.35
C 1.12 2.14 -0.10
O 0.57 2.68 -1.03
N 0.47 1.22 0.69
H 3.12 1.99 -0.46
H 3.00 2.02 1.23
H -0.30 0.74 0.23
H 0.99 0.54 1.22
H 2.76 3.50 0.36
*
```

natural (NBO) atomic charge list, values in e, 5 entries: atom 1 (C): -0.742, atom 2 (C): 0.762, atom 3 (O): -0.784, atom 4 (O): -0.820, atom 5 (H): 0.210

***

DFT (ωB97M-V/def2-TZVPD) results for a 2-piece molecular cluster, C4H8NO3 overall.

Orbital gap: 8.65 eV
E: -11911.7906 eV
Relative energy (zero: lowest compared OMol25 entry of this formula, charge and spin): 145.06 kJ/mol
HOMO energy: -0.166 hartree

Structure (ORCA input):
```
! RIJCOSX wB97M-V def2-TZVPD def2/J DEFGRID3
* xyz -1 1
O -0.81 -0.06 -1.05
C 0.21 -0.73 -1.34
O 0.91 -1.44 -0.57
C 0.66 -0.55 -2.79
H 1.57 -1.14 -2.97
H -0.13 -0.89 -3.47
H 0.86 0.50 -3.00
O -0.95 2.49 0.64
C -0.31 1.50 0.93
C -0.83 0.44 1.89
N 0.32 -0.40 2.29
H 0.74 1.38 0.63
H -1.21 0.90 2.81
H -1.64 -0.08 1.38
H 0.08 -0.90 3.13
H 0.54 -1.01 1.49
*
```

natural (NBO) atomic charge list, values in e, 5 entries: atom 1 (O): -0.787, atom 2 (C): 0.766, atom 3 (O): -0.797, atom 4 (C): -0.729, atom 5 (H): 0.192